19
Properties=species:S:1:pos:R:3:nbo_charge:R:1 method="wB97M-V/def2-TZVPD" charge=+1 e_homo_ev=-14.59 de_lowest_kcal_mol=36.35 molar_mass_g_mol=106.1 spin_multiplicity=1 e_tot_ha=-364.57730
C 0.127 1.156 0.176 -0.21
H 0.426 2.749 1.460 0.26
H 1.058 1.293 -0.396 0.23
C 1.649 -1.543 -1.249 0.42
H -3.380 -0.601 -0.909 0.51
H -0.787 1.749 2.096 0.24
H -2.576 0.271 -1.944 0.50
H -0.739 1.527 -0.387 0.24
H 1.850 -0.733 0.823 0.24
O 0.941 -1.273 -2.182 -0.48
H -0.729 -0.710 -0.622 0.49
H 0.821 -2.146 0.574 0.25
H 2.491 -2.263 -1.244 0.17
H -0.739 -0.603 0.898 0.43
N -0.096 -0.342 0.141 -0.53
O -2.495 -0.332 -1.210 -0.99
H 0.906 1.317 2.277 0.24
C 1.107 -1.195 0.129 -0.34
C 0.166 1.680 1.570 -0.67